{
  "formula": "C35H56BBrCuN4O2P2S",
  "method": "ωB97M-V with the def2-TZVPD basis set",
  "relative_energy_kj_mol": 0.00,
  "e_lumo_ev": 2.46,
  "homo_energy_ev": -4.29,
  "charge": -1,
  "symbols": ["Cu", "C", "C", "C", "C", "P", "C", "N", "B", "N", "C", "P", "C", "C", "C", "C", "C", "C", "C", "C", "C", "C", "C", "C", "C", "C", "C", "C", "C", "C", "H", "H", "H", "H", "H", "H", "H", "H", "H", "H", "H", "H", "H", "H", "H", "H", "H", "H", "H", "H", "H", "H", "H", "H", "H", "H", "H", "H", "H", "H", "H", "H", "H", "H", "H", "H", "H", "H", "H", "H", "H", "H", "H", "H", "S", "C", "N", "C", "C", "C", "N", "H", "H", "H", "H", "H", "H", "H", "H", "Br", "C", "C", "C", "C", "C", "C", "C", "O", "O", "H", "H", "H", "H"],
  "coordinates": [[0.6185, -0.5342, 0.4512], [-5.5462, 0.2500, 0.4600], [-4.3637, -0.4270, -0.2339], [-3.8233, 0.5142, -1.3299], [-4.8424, -1.7096, -0.9244], [-2.8136, -0.8253, 0.7720], [-2.5038, 0.8040, 1.6288], [-1.6096, 1.6506, 0.8599], [-0.3339, 1.2365, 0.2957], [0.0847, 2.4269, -0.4444], [1.2402, 2.5067, -1.3184], [1.2301, 1.1506, -2.6098], [3.0932, 0.8993, -2.8017], [3.9769, 2.1501, -2.8516], [3.3495, 0.0304, -4.0386], [3.4893, 0.0686, -1.5667], [0.5602, 2.0439, -4.1326], [-0.7899, 2.6250, -3.6900], [1.4105, 3.1594, -4.7321], [0.2678, 0.9739, -5.1960], [-0.8608, 3.4337, -0.3227], [-0.8785, 4.7414, -0.7805], [-1.9756, 5.5513, -0.4774], [-3.0257, 5.0638, 0.2884], [-3.0007, 3.7574, 0.7835], [-1.9199, 2.9457, 0.4796], [-3.2314, -1.9136, 2.2588], [-4.4371, -1.5118, 3.1051], [-3.4063, -3.3471, 1.7365], [-1.9657, -1.9095, 3.1385], [-6.2071, 0.6880, -0.2970], [-5.2405, 1.0595, 1.1246], [-6.1378, -0.4590, 1.0392], [-4.5798, 0.6337, -2.1136], [-2.9188, 0.1035, -1.7878], [-3.5857, 1.5070, -0.9400], [-5.5437, -1.4495, -1.7254], [-5.3665, -2.3723, -0.2341], [-4.0063, -2.2565, -1.3696], [-2.0380, 0.5624, 2.5828], [-3.4239, 1.3421, 1.8488], [2.1450, 2.3612, -0.7275], [1.3048, 3.4975, -1.7710], [3.9097, 2.6635, -3.8091], [5.0241, 1.8601, -2.7044], [3.7246, 2.8648, -2.0654], [3.2637, 0.6048, -4.9625], [2.6485, -0.8075, -4.0834], [4.3644, -0.3787, -3.9951], [3.4196, 0.6470, -0.6424], [4.5257, -0.2718, -1.6681], [2.8485, -0.8098, -1.4539], [-0.6731, 3.5255, -3.0864], [-1.3683, 1.9043, -3.1026], [-1.3801, 2.8900, -4.5739], [1.7534, 3.8662, -3.9718], [0.8169, 3.7234, -5.4622], [2.2843, 2.7665, -5.2539], [-0.3166, 0.1530, -4.7726], [1.1773, 0.5474, -5.6177], [-0.3062, 1.4196, -6.0171], [-0.0559, 5.1414, -1.3611], [-2.0009, 6.5722, -0.8390], [-3.8687, 5.7040, 0.5177], [-3.8186, 3.3991, 1.3971], [-5.3753, -1.6704, 2.5724], [-4.3864, -0.4620, 3.4063], [-4.4698, -2.1195, 4.0184], [-4.3293, -3.4692, 1.1703], [-3.4365, -4.0472, 2.5791], [-2.5737, -3.6269, 1.0861], [-1.9258, -1.0394, 3.7950], [-1.0510, -1.9200, 2.5376], [-1.9611, -2.8008, 3.7736], [-0.8462, -2.4033, -2.6573], [0.0770, -3.7935, -2.4428], [0.8155, -4.0045, -1.3452], [1.6894, -5.1542, -1.1804], [1.0408, -6.3622, -1.8289], [0.7931, -6.0431, -3.2918], [0.0957, -4.7695, -3.3913], [0.8686, -3.2586, -0.6526], [1.8633, -5.2900, -0.1158], [2.6663, -4.9628, -1.6422], [0.0873, -6.5647, -1.3350], [1.6772, -7.2421, -1.7308], [0.1851, -6.8139, -3.7677], [1.7505, -6.0042, -3.8239], [-0.4981, -4.5783, -4.1781], [6.0354, -2.7399, 5.2545], [4.8901, -1.8229, 4.0372], [4.7675, -0.4466, 4.1445], [3.9206, 0.2104, 3.2647], [3.2129, -0.5000, 2.3038], [3.3598, -1.8764, 2.1977], [4.2119, -2.5445, 3.0744], [2.6566, -2.6868, 1.1142], [3.1196, -3.7930, 0.8345], [1.6233, -2.1648, 0.5778], [5.3220, 0.0947, 4.8992], [3.8093, 1.2858, 3.3358], [2.5281, 0.0141, 1.6386], [4.3314, -3.6138, 2.9733]],
  "forces_ev_per_a": [[-0.43, 0.61, -0.14], [-0.02, -0.02, -0.03], [0.08, -0.02, -0.07], [0.04, 0.02, 0.02], [0.02, 0.03, -0.02], [0.03, 0.00, 0.05], [0.11, 0.02, -0.04], [-0.16, -0.03, -0.18], [0.43, -0.29, 0.10], [-0.25, 0.03, -0.15], [-0.09, -0.03, 0.03], [0.05, 0.03, 0.06], [0.00, -0.05, 0.02], [0.03, -0.04, 0.00], [0.00, 0.03, 0.04], [-0.07, -0.01, -0.01], [-0.01, -0.13, 0.00], [-0.03, -0.02, 0.07], [-0.04, 0.06, -0.02], [-0.03, 0.01, 0.03], [0.19, -0.03, 0.11], [-0.04, 0.02, -0.03], [-0.02, -0.06, 0.03], [0.06, -0.03, -0.02], [-0.05, 0.04, -0.05], [0.06, -0.04, 0.18], [0.01, -0.03, -0.07], [0.02, -0.03, 0.06], [-0.02, 0.02, 0.00], [-0.01, 0.02, -0.02], [0.00, -0.03, 0.02], [-0.02, 0.01, -0.04], [0.01, 0.01, 0.02], [-0.01, 0.00, 0.04], [-0.02, 0.01, 0.00], [-0.01, -0.05, 0.00], [0.01, -0.01, 0.02], [0.00, 0.00, 0.01], [-0.02, 0.02, 0.00], [0.00, 0.07, 0.08], [-0.05, 0.00, 0.02], [0.03, 0.05, 0.04], [0.03, 0.03, -0.01], [-0.02, 0.02, -0.01], [-0.02, 0.01, -0.03], [0.05, -0.03, -0.02], [-0.03, 0.00, -0.01], [0.02, 0.00, 0.01], [0.00, 0.02, -0.02], [-0.01, -0.02, -0.01], [-0.01, 0.04, 0.00], [0.03, 0.02, -0.01], [-0.01, -0.03, 0.00], [0.02, 0.02, -0.04], [0.03, 0.01, 0.01], [-0.02, -0.01, -0.03], [0.03, -0.02, 0.00], [0.01, 0.00, 0.02], [0.01, 0.03, -0.01], [0.03, 0.00, 0.00], [0.03, 0.00, 0.02], [0.00, -0.01, -0.01], [0.00, -0.01, 0.00], [0.00, 0.00, 0.00], [0.02, -0.02, 0.00], [0.02, 0.01, 0.01], [-0.01, -0.03, 0.00], [-0.01, 0.03, -0.02], [0.01, 0.00, 0.00], [-0.01, 0.03, -0.02], [-0.01, 0.00, 0.03], [0.01, -0.01, 0.00], [-0.02, -0.03, 0.00], [-0.02, 0.02, 0.01], [-0.06, 0.02, -0.08], [0.25, -0.24, 0.34], [-0.24, -0.12, -0.42], [-0.15, -0.14, -0.07], [-0.06, 0.04, -0.03], [-0.02, 0.08, 0.03], [-0.05, 0.01, -0.04], [0.16, 0.04, -0.03], [-0.01, -0.02, -0.18], [-0.02, -0.01, 0.10], [0.01, -0.05, 0.02], [0.01, 0.00, -0.02], [-0.04, 0.00, -0.02], [0.00, 0.01, -0.02], [0.01, 0.00, -0.03], [0.00, 0.00, -0.01], [-0.01, -0.01, 0.01], [0.00, -0.03, -0.01], [-0.02, 0.00, 0.01], [0.01, 0.00, 0.08], [0.10, 0.00, -0.07], [0.00, 0.03, -0.06], [0.11, 0.06, 0.27], [0.06, 0.26, 0.23], [0.00, -0.14, 0.03], [-0.02, -0.01, 0.00], [-0.01, -0.02, -0.02], [0.04, 0.05, 0.00], [0.01, 0.00, 0.00]],
  "lowdin_charge": [0.3395, -0.0942, -0.6977, -0.1054, -0.1123, 1.1321, -0.2957, -0.0378, -0.4739, -0.0334, -0.3042, 1.1400, -0.7042, -0.0955, -0.1093, -0.1183, -0.7110, -0.1004, -0.0997, -0.1164, -0.1900, -0.0487, -0.1246, -0.1259, -0.0368, -0.1942, -0.7124, -0.0954, -0.1145, -0.1154, 0.0817, 0.0579, 0.0585, 0.0835, 0.0645, 0.0689, 0.0798, 0.0573, 0.0646, 0.0732, 0.0613, 0.0716, 0.0736, 0.0565, 0.0808, 0.0670, 0.0599, 0.0799, 0.0797, 0.0635, 0.0857, 0.0670, 0.0574, 0.0774, 0.0841, 0.0701, 0.0807, 0.0616, 0.0582, 0.0554, 0.0784, 0.0965, 0.0867, 0.0862, 0.0935, 0.0595, 0.0757, 0.0804, 0.0538, 0.0776, 0.0795, 0.0692, 0.0627, 0.0796, 0.5301, -0.8858, 0.0283, -0.1886, -0.1753, -0.1988, -0.0120, 0.0734, 0.1032, 0.1247, 0.1188, 0.1100, 0.1104, 0.1113, 0.0975, 0.6852, -0.6793, -0.1438, -0.0701, -0.0309, -0.1081, -0.0714, -0.5688, 0.0188, -0.1469, 0.0926, 0.1047, 0.0578, 0.1086]
}